(1)
Molecular formula: C5H8O2
Method: DFT, ωB97M-V with the def2-TZVPD basis set

XYZ file:
```
15
C5H8O2 (ωB97M-V with the def2-TZVPD basis set)
O -1.402 -0.395 -1.793
C -1.688 0.438 -0.805
C -0.034 -1.225 0.840
C 0.426 0.207 0.603
O 0.878 0.882 1.744
C 0.980 0.649 -0.716
C -0.430 1.050 -0.317
H -2.230 -0.822 -2.057
H -1.133 -1.273 0.887
H 0.339 -1.604 1.799
H 0.283 -1.884 0.029
H 1.756 0.531 1.956
H 1.709 1.456 -0.696
H 1.127 -0.075 -1.516
H -0.582 2.062 0.042
```

F_max: 0.4 eV Å⁻¹
Total energy: -9406.16481 eV
Net charge: 0
Relative energy (zero: lowest compared OMol25 entry of this formula, charge and spin): 353.8 kJ/mol
E_LUMO: 0.027 Eh
Frontier orbital gap: 9.149 eV

(2)
Molecular formula: C6H10O
Method: DFT, ωB97M-V with the def2-TZVPD basis set

XYZ file:
```
17
C6H10O (ωB97M-V with the def2-TZVPD basis set)
C -0.871 0.514 -0.182
C -1.621 -0.661 -1.119
C -0.791 0.469 1.228
C 1.236 -1.124 0.074
C 0.706 0.283 0.161
C 1.524 1.359 0.175
O -2.768 -0.065 -1.158
H -1.028 1.491 -0.627
H -1.003 -0.693 -2.040
H -1.531 -1.589 -0.517
H -0.762 -0.485 1.739
H -0.941 1.361 1.829
H 2.303 -1.152 0.298
H 0.728 -1.804 0.758
H 1.086 -1.514 -0.934
H 2.595 1.248 0.058
H 1.137 2.365 0.259
```

F_max: 1.5 eV Å⁻¹
Total energy: -8426.43866 eV
Net charge: 0
Relative energy (zero: lowest compared OMol25 entry of this formula, charge and spin): 463.3 kJ/mol
E_LUMO (spin up / spin down): -0.016 / -0.032 Eh
Frontier orbital gap (spin up / spin down): 8.097 / 6.261 eV

(3)
Molecular formula: C5H7Br2N
Method: DFT, ωB97M-V with the def2-TZVPD basis set

XYZ file:
```
15
C5H7Br2N (ωB97M-V with the def2-TZVPD basis set)
C 0.637 -0.638 1.647
C -1.162 1.078 -1.423
C 1.158 -0.573 -0.728
C 1.167 0.505 2.481
C -1.562 0.181 -2.459
N 0.937 -0.837 0.445
Br -1.811 0.842 0.297
Br 2.394 -1.469 -1.801
H -0.043 -1.304 1.956
H 2.275 0.446 2.458
H 0.638 1.523 2.009
H 0.933 0.250 3.519
H -1.922 -0.770 -2.115
H -1.102 0.112 -3.494
H -2.537 0.654 -2.791
```

F_max: 3.9 eV Å⁻¹
Total energy: -146866.79594 eV
Net charge: 0
Relative energy (zero: lowest compared OMol25 entry of this formula, charge and spin): 532.2 kJ/mol
E_LUMO (spin up / spin down): 0.007 / 0.007 Eh
Frontier orbital gap (spin up / spin down): 7.978 / 7.977 eV

(4)
Molecular formula: C5H7ClN4O
Method: DFT, ωB97M-V with the def2-TZVPD basis set

XYZ file:
```
18
C5H7ClN4O (ωB97M-V with the def2-TZVPD basis set)
C -0.008 1.961 -0.533
C -1.237 1.268 0.037
O -2.081 0.759 -0.977
C -0.831 0.223 1.070
C 0.126 -0.795 0.580
N -0.157 -1.426 -0.544
N 0.720 -2.315 -0.980
C 1.780 -2.481 -0.244
Cl 2.929 -3.605 -0.830
N 2.074 -1.901 0.882
N 1.201 -1.007 1.316
H 0.675 2.184 0.272
H -0.293 2.868 -1.040
H 0.504 1.283 -1.206
H -1.817 2.013 0.569
H -1.526 0.531 -1.740
H -1.690 -0.303 1.475
H -0.369 0.743 1.893
```

F_max: 1.7 eV Å⁻¹
Total energy: -25826.47816 eV
Net charge: 0
Relative energy (zero: lowest compared OMol25 entry of this formula, charge and spin): 0.0 kJ/mol
E_LUMO: -0.047 Eh
Frontier orbital gap: 8.678 eV